1.
C22H14BrFIN3O2Ti | wB97M-V/def2-TZVPD

Geometry as XYZ:
```
45
Properties=species:S:1:pos:R:3:forces:R:3
Ti 0.69650 0.35928 0.15738 1.365 -0.938 0.811
O -3.62904 5.43861 1.31909 -0.040 -0.280 -0.128
C -3.98520 4.25562 1.19154 -0.501 0.430 0.416
O -5.07715 3.67347 1.28912 0.264 0.064 -0.131
C -2.81644 3.30654 0.88138 0.373 -0.451 -0.310
C -3.05546 1.93760 0.67636 -0.397 0.375 0.279
C -1.99120 1.13189 0.38942 -0.099 -0.899 -0.466
N -0.76269 1.64792 0.31538 -0.391 0.311 -0.592
C -0.51660 2.95467 0.40359 0.810 0.197 -0.051
C -1.52765 3.82393 0.70906 -0.280 0.267 0.127
C 0.91059 3.26759 0.03113 -0.875 -0.288 0.030
C 1.43270 4.53445 0.01282 0.189 0.418 0.078
C 2.74028 4.72146 -0.42250 -0.185 0.217 0.087
C 3.48302 3.63357 -0.83776 0.035 -0.214 -0.057
C 2.88921 2.38655 -0.80263 -0.015 0.102 -0.047
N 1.63039 2.19395 -0.38309 0.256 0.305 0.220
C -2.01598 -0.30346 -0.10319 -0.125 1.103 0.210
C -3.12554 -1.10592 -0.09866 -0.366 -0.324 -0.001
C -3.06700 -2.33567 -0.75452 -0.348 0.158 0.231
C -1.90885 -2.72100 -1.39632 0.335 0.090 -0.116
C -0.81439 -1.87624 -1.32276 -0.125 -0.207 -0.003
N -0.86115 -0.70323 -0.68492 -0.334 -0.353 -0.181
H -4.08813 1.61073 0.73612 0.045 0.022 0.003
H -1.41959 4.89823 0.80701 -0.019 -0.027 -0.013
H 0.82571 5.36867 0.33735 0.033 -0.001 -0.017
H 3.16457 5.71736 -0.44295 -0.009 -0.035 0.012
H 4.49985 3.73726 -1.18813 -0.025 0.000 -0.004
H 3.42540 1.51249 -1.14567 0.041 -0.051 0.013
H -4.02843 -0.77546 0.39787 0.012 -0.026 -0.057
H -3.93841 -2.97892 -0.76576 0.025 0.038 -0.005
H -1.83520 -3.65301 -1.93859 -0.009 0.016 0.032
H 0.13124 -2.13945 -1.77583 0.060 -0.034 -0.019
Br 4.74483 -4.11729 -1.34554 0.090 0.125 -0.071
C 3.11351 -4.31594 -0.44341 -0.137 -0.221 0.009
C 2.61475 -5.60184 -0.27137 -0.091 -0.048 0.053
C 1.42647 -5.80871 0.41255 0.058 0.000 -0.034
C 0.72396 -4.73471 0.94091 -0.020 0.049 0.016
C 1.20429 -3.44496 0.77066 0.050 -0.233 0.034
C 2.38813 -3.25256 0.07003 -0.268 -0.111 0.128
I 3.06496 -1.30602 -0.14825 0.388 0.382 -0.281
H 3.17006 -6.43788 -0.67313 -0.002 -0.001 0.012
H 1.06027 -6.81871 0.54236 0.001 0.030 0.004
H -0.18867 -4.89555 1.50070 0.028 0.000 -0.026
H 0.68331 -2.60513 1.21008 -0.002 0.005 0.026
F 0.62873 -0.18020 1.84309 0.204 0.036 -0.224
```
Positions in Å, forces in eV/Å.

For the molecular weight, the calculation gives 626.0 g mol⁻¹. As for the lowest unoccupied orbital energy (spin up / spin down): -4.91 / -4.83 eV. The value obtained for the HOMO-LUMO gap (spin up / spin down) is 0.2043 / 0.2070 Ha. As for the spin multiplicity: 2. As for the net charge: +1.

Atom charges from the natural (NBO) analysis, given in e for atoms 1 to 2: atom 1 (Ti): 1.58, atom 2 (O): -0.70

---

2.
C22H14F3N2OS | wB97M-V/def2-TZVPD

Geometry as XYZ:
```
43
Properties=species:S:1:pos:R:3:forces:R:3
F 6.12379 2.19757 1.07328 -0.410 -1.105 0.631
C 5.89777 1.02488 1.74130 2.067 0.524 0.160
F 6.65539 0.06679 1.12963 -0.886 0.833 0.585
F 6.40800 1.18755 3.00676 -0.714 -0.204 -1.245
C 4.43812 0.67582 1.76614 -0.185 -0.223 -0.154
C 4.04613 -0.64586 1.55983 0.110 0.069 -0.014
C 2.70350 -0.93017 1.43455 -0.698 0.105 -0.241
C 1.70377 0.09290 1.51515 1.189 -0.047 0.367
C 0.36165 -0.27482 1.23753 -0.539 0.124 0.901
C -0.80151 0.53720 1.32535 -0.583 0.341 -0.216
C -2.05728 -0.09557 1.58467 0.233 -0.002 -0.221
C -3.22250 0.64421 1.71460 0.078 -0.124 0.041
C -3.18665 2.04277 1.60331 0.474 -0.280 -0.064
C -1.97238 2.68799 1.32759 0.082 -0.022 -0.013
C -0.80429 1.95247 1.16327 -0.046 0.003 0.042
C 2.15190 1.38239 1.94769 -0.183 0.021 -0.347
C 3.50352 1.68330 2.00289 -0.214 -0.121 0.005
H 4.79479 -1.42829 1.46109 -0.184 0.175 0.008
H 2.38403 -1.95944 1.25840 0.087 0.281 -0.095
H 0.17688 -1.34619 1.12370 0.075 0.218 0.003
H -2.06987 -1.18128 1.70714 -0.102 0.306 -0.086
H -4.16875 0.13144 1.90090 0.343 0.197 -0.008
H -4.10333 2.62037 1.71656 0.245 -0.127 -0.047
H -1.94612 3.77608 1.22581 -0.003 -0.431 -0.036
H 0.11860 2.45445 0.87288 -0.470 -0.089 -0.050
H 1.43690 2.15080 2.23766 0.251 -0.271 -0.149
H 3.85025 2.69367 2.21878 -0.184 -0.271 0.049
O -0.94705 1.19149 -2.00167 -0.122 -1.672 0.036
C -0.99137 -0.04395 -2.07598 -0.255 2.304 -0.083
C -2.09735 -0.88344 -2.58385 -0.292 -0.541 -0.053
C -1.78904 -2.25367 -2.59677 -0.534 0.552 -0.240
C -2.71646 -3.20897 -3.03126 0.119 0.081 0.132
C -3.98275 -2.78921 -3.44962 0.629 0.237 0.210
C -4.29029 -1.41898 -3.45884 0.064 0.115 0.039
C -3.35909 -0.46826 -3.03850 0.006 -0.075 0.100
S -0.15998 -2.59159 -2.04881 0.192 -1.414 0.113
C 0.11199 -0.92349 -1.68148 1.939 0.709 0.023
N 1.38453 -0.46156 -1.64455 1.727 1.433 -0.178
N 2.43731 0.00114 -1.59129 -3.745 -1.714 -0.051
H -2.43050 -4.25810 -3.03150 -0.189 0.137 -0.038
H -4.72015 -3.52680 -3.77159 0.258 0.263 0.076
H -5.27550 -1.10130 -3.80270 0.320 -0.029 0.111
H -3.59661 0.59566 -3.04803 0.051 -0.267 -0.001
```
Positions in Å, forces in eV/Å.

For the molecular weight, the calculation gives 411.4 g mol⁻¹. As for the lowest unoccupied orbital energy: -6.00 eV. The value obtained for the HOMO-LUMO gap is 0.1835 Ha. As for the spin multiplicity: 1. As for the net charge: +1.

Atom charges from the natural (NBO) analysis, given in e for atoms 1 to 2: atom 1 (F): -0.31, atom 2 (C): 0.96

---

3.
C22H14F5KN2O2S | wB97M-V/def2-TZVPD

Geometry as XYZ:
```
47
Properties=species:S:1:pos:R:3:forces:R:3
K -1.16352 -2.28315 0.79768 -0.951 -1.013 -0.739
C 1.40570 4.34273 -2.63831 -0.017 -0.047 0.002
C 0.78808 3.02779 -2.22925 0.013 0.028 -0.006
C 0.08469 2.26931 -3.15723 0.008 0.004 0.025
C -0.47334 1.05050 -2.79761 -0.007 0.010 0.024
C -0.35213 0.59718 -1.49687 -0.046 0.009 0.023
C 0.34570 1.34567 -0.54972 0.096 -0.079 0.099
N 0.50071 0.83148 0.76359 -0.272 0.188 0.039
C -0.29759 1.25411 1.82990 0.062 -0.080 -0.089
C -0.91256 2.51346 1.82135 0.027 -0.078 0.033
C -1.66366 2.94230 2.89998 0.002 -0.042 0.026
C -1.82635 2.13116 4.01626 0.010 -0.018 -0.053
C -1.27266 0.86006 4.00093 0.011 0.033 -0.036
C -0.51808 0.39298 2.93062 0.033 0.037 -0.032
C -0.11283 -1.08170 2.93641 0.302 0.167 0.358
O -0.63960 -1.81727 3.78913 0.075 0.093 -0.118
O 0.66211 -1.48078 2.00660 0.677 0.532 0.736
C 0.94028 2.55985 -0.91834 0.051 -0.024 0.032
C 1.76784 3.33845 0.07070 -0.043 -0.001 -0.012
H 1.10459 4.60929 -3.65273 0.012 -0.008 0.019
H 2.49951 4.29869 -2.61174 -0.039 -0.001 0.004
H 1.10458 5.15359 -1.96939 0.000 -0.025 -0.019
H -0.02889 2.64160 -4.17017 0.003 -0.005 0.005
H -1.02504 0.46301 -3.52207 0.020 0.030 0.029
H -0.83230 -0.32666 -1.19252 0.059 0.141 -0.069
H 0.71573 -0.16459 0.87006 0.131 0.025 -0.016
H -0.84478 3.12976 0.93533 0.005 0.019 -0.002
H -2.15669 3.90634 2.84968 0.011 0.004 -0.002
H -2.43049 2.46036 4.85332 0.014 -0.005 -0.001
H -1.44770 0.16185 4.80950 0.003 0.002 -0.009
H 1.92726 2.75154 0.97328 -0.012 0.008 -0.023
H 1.27589 4.27314 0.35801 0.014 -0.017 0.004
H 2.74087 3.60111 -0.35558 -0.035 -0.012 0.007
S -4.74242 1.70152 0.13650 0.053 -0.070 0.009
C -3.75281 0.39095 0.35812 0.053 -0.131 -0.010
N -3.06188 -0.54190 0.50363 -0.368 0.462 -0.122
F 1.76136 -2.88720 -1.83143 -0.063 -0.037 0.041
C 1.27797 -4.12376 -1.47454 0.097 0.165 -0.111
C 0.01941 -4.25756 -0.95760 -0.016 0.005 -0.036
C -0.31658 -5.54538 -0.65755 -0.200 -0.092 0.063
F -1.55861 -5.83464 -0.12209 0.058 0.044 -0.009
C 0.49804 -6.64788 -0.83934 0.010 -0.094 -0.009
F 0.10966 -7.90825 -0.52533 0.003 -0.020 0.003
C 1.75825 -6.44974 -1.36737 0.025 -0.025 -0.002
F 2.58900 -7.49723 -1.56876 0.016 -0.024 -0.006
C 2.15847 -5.16741 -1.69162 0.073 -0.056 -0.037
F 3.39481 -4.98465 -2.21341 0.037 -0.004 -0.012
```
Positions in Å, forces in eV/Å.

For the molecular weight, the calculation gives 504.5 g mol⁻¹. As for the lowest unoccupied orbital energy: 4.38 eV. The value obtained for the HOMO-LUMO gap is 0.2477 Ha. As for the spin multiplicity: 1. As for the net charge: -2.

Atom charges from the natural (NBO) analysis, given in e for atoms 1 to 2: atom 1 (K): 0.91, atom 2 (C): -0.62

---

4.
C22H14F5N2O2RhSe | wB97M-V/def2-TZVPD

Geometry as XYZ:
```
47
Properties=species:S:1:pos:R:3:forces:R:3
Rh 0.34818 0.39336 -0.43000 -2.494 1.563 2.287
O 2.26878 1.16566 0.02370 -0.703 -0.592 -1.860
C 2.95588 1.29466 1.08980 -0.081 -0.133 0.936
C 4.36288 1.49306 0.99960 -0.137 0.088 -0.116
C 5.12438 1.71396 2.11410 -0.131 -0.032 -0.187
C 4.54518 1.74086 3.38720 -0.143 0.030 0.286
C 3.20248 1.50966 3.51640 0.202 -0.093 0.129
C 2.37988 1.25646 2.40510 0.327 -0.040 -0.600
C 1.01028 0.95806 2.63830 0.053 0.090 0.029
N 0.08128 0.77756 1.76220 1.005 -0.995 -1.142
C -1.25772 0.48396 2.22290 -0.529 -0.186 -0.014
C -2.01202 -0.28934 1.13120 -0.002 -0.148 0.615
N -1.78472 0.34746 -0.14370 1.257 0.529 -0.175
C -2.48542 1.39276 -0.46360 0.166 -0.519 -0.362
C -2.30932 2.16406 -1.64470 0.780 0.156 -0.359
C -3.19202 3.22066 -1.93500 0.019 0.147 -0.180
C -3.02072 4.01356 -3.04110 -0.365 0.090 0.248
C -1.96122 3.76486 -3.92070 0.035 -0.287 0.163
C -1.08682 2.74096 -3.68590 0.016 -0.121 0.040
C -1.19982 1.91506 -2.53250 -0.739 0.429 0.391
O -0.32612 1.00566 -2.33960 1.667 -1.010 -0.086
H 4.80508 1.47986 0.01380 -0.034 -0.006 -0.064
H 6.18818 1.86896 2.01370 0.112 0.015 -0.052
H 5.15508 1.93316 4.25540 0.032 0.012 0.100
H 2.75278 1.51396 4.49780 -0.086 -0.027 0.175
H 0.74578 0.86426 3.69630 -0.147 0.184 -0.022
H -1.24232 -0.09754 3.15450 -0.026 0.104 -0.130
H -1.77442 1.43366 2.41310 -0.010 -0.100 -0.007
H -1.61472 -1.30414 1.07550 -0.130 0.107 0.031
H -3.07892 -0.34044 1.37430 0.050 0.016 -0.024
H -3.28252 1.71856 0.21150 -0.169 -0.300 -0.088
H -4.03052 3.39476 -1.27500 -0.065 0.050 0.129
H -3.69702 4.82786 -3.24390 -0.141 0.062 0.028
H -1.84282 4.38776 -4.79370 0.066 0.062 -0.118
H -0.27052 2.53716 -4.35940 0.143 -0.050 -0.044
F -1.39882 -7.36274 -0.78880 0.075 0.444 -0.063
C -0.94262 -6.10724 -0.82940 0.119 0.236 -0.021
C -1.00432 -5.30234 0.30740 0.060 0.012 0.016
F -1.55132 -5.76924 1.43500 0.052 -0.013 -0.177
C -0.46592 -4.02484 0.27390 0.271 0.346 -0.241
F -0.50002 -3.26454 1.38200 -0.140 -0.435 -0.044
C 0.13978 -3.49544 -0.86730 -0.772 -0.157 0.071
Se 1.13888 -1.87034 -0.86630 0.647 0.456 -0.039
C 0.14148 -4.30754 -2.00650 0.146 0.490 0.141
F 0.69138 -3.83664 -3.12920 -0.198 -0.381 0.080
C -0.38032 -5.59264 -1.99830 -0.018 -0.172 0.125
F -0.32452 -6.34714 -3.09990 -0.039 0.078 0.198
```
Positions in Å, forces in eV/Å.

For the molecular weight, the calculation gives 615.2 g mol⁻¹. As for the lowest unoccupied orbital energy (spin up / spin down): -1.90 / -1.93 eV. The value obtained for the HOMO-LUMO gap (spin up / spin down) is 0.2205 / 0.2206 Ha. As for the spin multiplicity: 1. As for the net charge: 0. The relative energy (zero: lowest compared OMol25 entry of this formula, charge and spin) is 36.44 kcal per mole.

Atom charges from the natural (NBO) analysis, given in e for atoms 1 to 2: atom 1 (Rh): 1.06, atom 2 (O): -0.71

---

5.
C22H14F6N4O8SSbV | wB97M-V/def2-TZVPD

Geometry as XYZ:
```
57
Properties=species:S:1:pos:R:3:forces:R:3
V -0.06324 0.53526 0.68744 0.217 2.443 -1.604
O 1.07146 -2.77351 1.07050 -0.038 0.175 -0.100
S 0.52856 -1.74789 1.87590 0.206 -0.755 -0.220
O 1.18115 -0.36455 1.79322 -0.435 -0.390 -0.028
N -0.83733 -1.08164 1.13087 -0.428 -1.554 0.013
C -1.92047 -1.66169 0.53906 0.905 0.225 0.411
C -2.38846 -2.97822 0.63929 -0.084 -0.349 0.218
C -3.51847 -3.31747 -0.07353 0.174 -0.126 0.199
C -4.19047 -2.36695 -0.86747 -0.229 0.122 -0.220
C -3.71747 -1.02763 -0.97986 -0.431 -0.016 -0.264
C -4.30779 -0.00597 -1.75394 -0.169 -0.119 -0.102
C -3.71966 1.24081 -1.77851 -0.082 -0.085 -0.018
C -2.54165 1.46480 -1.06867 0.143 -0.103 0.165
N -1.97240 0.49738 -0.33762 0.217 -0.290 0.299
C -2.57201 -0.71040 -0.28360 0.181 0.723 -0.162
C 0.23742 -2.19906 3.45724 0.018 0.170 -0.005
C 0.38949 -3.56757 3.74096 -0.012 0.085 0.015
C 0.20198 -3.94994 5.04619 -0.084 -0.027 0.344
C -0.12867 -2.99596 6.01318 0.056 -0.046 -0.011
C -0.27609 -1.64092 5.69476 -0.066 -0.137 0.408
C -0.09701 -1.21825 4.40595 0.015 -0.042 -0.141
H -1.89447 -3.70794 1.27299 0.004 0.078 -0.098
H -3.89611 -4.33127 -0.01023 -0.049 0.057 -0.061
H -5.08473 -2.65669 -1.41252 0.047 -0.018 0.052
H -5.20977 -0.20452 -2.32257 0.004 0.025 0.012
H -4.14981 2.05472 -2.34589 -0.006 0.001 -0.015
H -2.06066 2.42978 -1.08291 0.091 0.062 0.006
H 0.66199 -4.28543 2.97510 0.026 0.128 0.060
H 0.32640 -4.98875 5.31744 -0.020 -0.003 0.076
H -0.26339 -3.31212 7.04092 0.001 0.007 -0.036
H -0.51759 -0.92113 6.46479 -0.015 -0.057 0.043
H -0.20399 -0.17181 4.14477 0.075 -0.089 -0.038
F -0.29003 2.38818 0.19929 -0.118 -0.314 0.086
Sb 0.05466 3.34383 2.11958 -0.637 -0.554 -0.845
F 1.53517 2.32288 1.75082 1.099 -1.048 -0.147
F -0.74797 1.38895 2.26635 0.140 -0.056 0.170
F 0.25362 3.29356 3.89925 0.270 0.289 1.389
F -1.69887 3.73281 2.00230 -1.407 0.399 -0.009
F 0.61431 4.75588 1.16792 0.574 1.208 -0.339
O 0.59734 -1.14292 -2.49745 -0.731 -0.415 0.758
C 1.08891 -0.16277 -2.09138 1.116 0.147 -2.064
O 0.73644 0.28422 -0.74118 -0.438 0.042 1.239
C 2.01577 0.73728 -2.77897 -0.033 0.206 0.363
C 2.53016 1.86397 -2.16523 0.943 1.105 -0.499
C 3.38895 2.71007 -2.89890 -0.850 -0.565 1.320
C 3.74674 2.46745 -4.20370 -0.059 -0.028 -0.057
C 3.21996 1.32723 -4.77781 -0.748 -1.293 0.530
C 2.36133 0.43748 -4.09270 0.878 0.645 -0.992
N 3.56569 0.99049 -6.17978 -0.710 -0.527 -1.046
O 4.02819 1.87909 -6.86639 -0.072 -0.653 0.681
O 3.25202 -0.14141 -6.54611 0.560 1.200 0.400
N 3.88734 3.92437 -2.19977 -0.164 0.589 0.385
O 4.61105 4.66377 -2.82643 -0.389 -0.546 0.445
O 3.47639 4.09596 -1.05093 0.435 -0.177 -0.958
H 2.30859 2.12308 -1.14431 0.021 0.141 0.103
H 4.40062 3.13550 -4.74964 0.005 -0.005 -0.039
H 1.99687 -0.45437 -4.58806 0.078 0.116 -0.070
```
Positions in Å, forces in eV/Å.

For the molecular weight, the calculation gives 781.1 g mol⁻¹. As for the lowest unoccupied orbital energy (spin up / spin down): -13.16 / -13.83 eV. The value obtained for the HOMO-LUMO gap (spin up / spin down) is 0.1567 / 0.1322 Ha. As for the spin multiplicity: 2. As for the net charge: +3. The relative energy (zero: lowest compared OMol25 entry of this formula, charge and spin) is 38.72 kcal per mole.

Atom charges from the natural (NBO) analysis, given in e for atoms 1 to 2: atom 1 (V): 1.39, atom 2 (O): -0.79